22
Properties=species:S:1:pos:R:3:forces:R:3:mulliken_charge:R:1 method="wB97M-V/def2-TZVPD" de_lowest_kcal_mol=27.93 smiles=NC[C@H](N)CCO.O gap_ha=0.353 homo_energy_ev=-9.05
N 0.740972 0.886074 -2.149554 -0.355 0.375 -0.130 -0.601
C 0.363748 0.690036 -0.757054 0.662 -0.926 -0.050 -0.136
C -0.962026 -0.070916 -0.588088 0.382 1.981 -0.857 0.616
N -1.951130 0.631790 -1.396095 -1.298 0.766 -0.271 -0.726
C -1.243942 0.021421 0.896962 -0.387 0.108 0.428 -1.459
C -0.398560 -0.914710 1.731692 -0.086 -1.134 -0.290 0.019
O -0.902705 -2.263650 1.643290 -0.243 0.023 0.419 -0.558
H 0.819287 0.015061 -2.648918 0.115 -0.195 -0.054 0.200
H 1.603082 1.403630 -2.245402 -0.003 -0.053 0.003 0.226
H 1.133981 0.135378 -0.211843 0.030 0.135 0.182 -0.268
H 0.233161 1.653084 -0.269440 0.079 0.201 -0.119 0.387
H -0.884818 -1.060046 -1.039840 0.166 -0.395 0.602 0.315
H -1.546843 1.284786 -2.060339 0.520 -0.529 -0.171 0.278
H -2.580141 1.249304 -0.890782 0.018 -0.506 0.527 0.240
H -2.299195 -0.089532 1.171837 -0.082 -0.699 -0.279 0.410
H -1.126351 1.065186 1.206078 0.552 0.019 -0.095 0.457
H -0.358094 -0.587042 2.768162 -0.208 -0.139 0.188 0.281
H 0.627392 -1.074808 1.400094 0.133 0.875 -0.086 0.034
H -1.652049 -2.291924 1.042701 -0.046 0.107 0.054 0.318
O 3.385790 -0.540467 1.023765 0.081 0.153 0.142 -0.649
H 3.207836 -0.437950 0.086175 0.023 -0.026 -0.133 0.299
H 3.790604 0.295288 1.286605 -0.054 -0.143 -0.007 0.316